{
  "formula": "C35H19F4N7O2V",
  "method": "ωB97M-V with the def2-TZVPD basis set",
  "symbols": ["V", "C", "O", "C", "N", "C", "C", "C", "C", "C", "C", "C", "C", "C", "C", "C", "C", "N", "C", "N", "C", "C", "O", "C", "C", "C", "C", "C", "C", "H", "H", "H", "H", "H", "H", "H", "H", "H", "H", "H", "H", "H", "H", "H", "H", "H", "H", "H", "F", "C", "C", "F", "C", "C", "C", "F", "C", "C", "C", "N", "C", "N", "F", "C", "C", "N", "C", "N"],
  "positions_angstrom": [[-0.286750, -0.245835, 0.100160], [-1.048314, -1.378415, -4.004125], [-2.309992, -0.971703, -3.330769], [-1.990148, -0.596127, -2.143963], [-0.726725, -0.515828, -1.842482], [0.058990, -0.882897, -3.047546], [1.131379, -1.869713, -2.649459], [1.863302, -1.635586, -1.482512], [2.854381, -2.507641, -1.065156], [3.145952, -3.626560, -1.835549], [2.446928, -3.855664, -3.008433], [1.441836, -2.983072, -3.414035], [-2.974711, -0.189034, -1.116697], [-4.344120, -0.009534, -1.211893], [-4.992235, 0.557218, -0.114228], [-4.276261, 0.984886, 1.004503], [-2.909790, 0.763451, 1.006106], [-2.314914, 0.148037, -0.012419], [-1.862681, 1.266030, 1.923650], [-0.619441, 1.060307, 1.601478], [0.223916, 1.862104, 2.526824], [-0.793265, 2.233677, 3.619187], [-2.108071, 1.987472, 2.960304], [1.435734, 1.032727, 2.867328], [2.199479, 0.590117, 1.781732], [3.332341, -0.183990, 1.976106], [3.716082, -0.519497, 3.269899], [2.974006, -0.066668, 4.347774], [1.834611, 0.711532, 4.151535], [-1.052346, -0.901396, -4.978350], [-1.108387, -2.459613, -4.098616], [0.514363, 0.029343, -3.442032], [1.746268, -0.698715, -0.915834], [3.413459, -2.308183, -0.161773], [3.933324, -4.302574, -1.531620], [2.682484, -4.714943, -3.621511], [0.923742, -3.182683, -4.343268], [-4.883670, -0.280679, -2.109558], [-6.063506, 0.708044, -0.150372], [-4.763338, 1.489157, 1.828453], [0.538609, 2.764979, 1.996165], [-0.787544, 3.280122, 3.903807], [-0.780901, 1.590377, 4.495877], [2.000775, 0.975744, 0.774907], [3.944774, -0.474027, 1.132855], [4.611530, -1.101708, 3.438256], [3.284843, -0.303274, 5.356369], [1.287500, 1.061910, 5.017142], [-2.599990, -6.507019, 2.909400], [-1.284860, -6.399005, 2.930129], [-0.544415, -7.404035, 3.466168], [-1.160160, -8.450935, 3.942692], [0.899863, -7.346575, 3.539243], [1.492484, -6.143560, 2.995086], [0.737148, -5.154901, 2.466566], [1.333144, -4.065628, 1.974792], [-0.683119, -5.222938, 2.395082], [-1.454806, -4.197226, 1.829897], [-0.951645, -3.000431, 1.330199], [-0.532028, -2.012915, 0.881722], [-2.880328, -4.204835, 1.663423], [-4.001471, -4.179242, 1.412468], [2.796409, -6.004533, 3.003197], [1.649828, -8.357112, 4.089320], [1.092699, -9.561382, 4.609773], [0.703245, -10.565802, 5.012125], [3.072554, -8.300225, 4.193759], [4.215414, -8.253491, 4.306744]],
  "atomic_forces_ev_per_a": [[0.304, -0.216, 0.198], [-0.099, 0.035, -0.004], [0.052, -0.108, 0.052], [-0.099, 0.074, -0.074], [-0.109, 0.292, 0.113], [0.029, -0.079, 0.035], [0.061, -0.019, -0.050], [-0.127, 0.035, 0.068], [-0.002, -0.039, -0.008], [0.028, 0.012, 0.038], [-0.018, -0.004, -0.016], [-0.022, 0.022, 0.008], [-0.111, 0.038, 0.043], [0.076, -0.031, 0.007], [-0.063, -0.001, -0.008], [0.080, -0.032, 0.009], [-0.125, -0.005, -0.048], [0.314, -0.022, 0.000], [-0.160, 0.197, -0.061], [-0.225, 0.162, -0.434], [0.007, -0.189, 0.084], [-0.084, 0.045, -0.003], [0.090, -0.150, 0.109], [0.073, 0.110, 0.051], [-0.022, -0.038, -0.160], [0.029, -0.018, 0.057], [0.015, -0.016, -0.011], [-0.017, 0.008, 0.007], [-0.051, -0.062, -0.013], [0.033, -0.018, -0.001], [0.039, 0.008, -0.010], [0.009, -0.019, 0.005], [0.067, 0.050, -0.101], [-0.003, -0.011, 0.008], [-0.002, -0.002, 0.004], [0.009, 0.001, -0.001], [-0.001, 0.002, -0.005], [0.003, 0.001, -0.004], [0.002, 0.001, 0.006], [0.005, 0.005, 0.003], [-0.016, -0.018, -0.035], [0.048, -0.016, 0.029], [0.035, -0.007, -0.012], [-0.018, 0.051, 0.054], [0.014, 0.004, 0.003], [0.004, -0.006, -0.015], [0.016, 0.000, -0.001], [-0.009, 0.022, -0.010], [0.001, -0.021, 0.000], [0.047, -0.009, -0.005], [-0.044, 0.021, 0.001], [-0.013, 0.002, -0.004], [0.003, -0.012, 0.004], [0.061, -0.002, 0.000], [-0.001, 0.004, -0.003], [0.016, -0.002, 0.000], [-0.014, -0.102, 0.059], [-0.351, 0.525, -0.082], [0.894, -0.438, 0.100], [-0.545, 0.131, 0.071], [-0.023, -0.451, -0.075], [-0.017, 0.239, 0.059], [-0.047, 0.028, -0.004], [-0.025, 0.032, -0.021], [-0.058, -0.047, -0.046], [0.016, 0.013, 0.035], [0.041, 0.114, -0.002], [-0.002, -0.072, 0.004]],
  "lowdin_spin": [1.95, 0.00, 0.00, 0.01, -0.01, 0.00, 0.00, 0.01, 0.00, 0.00, 0.00, 0.00, 0.01, 0.00, 0.01, 0.00, 0.01, -0.02, 0.00, -0.01, 0.00, 0.00, 0.00, 0.00, 0.01, 0.00, 0.00, 0.00, 0.00, 0.00, 0.00, 0.00, 0.00, 0.00, 0.00, 0.00, 0.00, 0.00, 0.00, 0.00, 0.00, 0.00, 0.00, 0.00, 0.00, 0.00, 0.00, 0.00, 0.00, 0.00, 0.00, 0.00, 0.00, 0.00, 0.00, 0.00, 0.00, 0.00, 0.03, -0.01, 0.00, 0.00, 0.00, 0.00, 0.00, 0.00, 0.00, 0.00],
  "orbital_gap_ha": [0.2032, 0.2163],
  "charge": 3,
  "spin_multiplicity": 3,
  "s2": 2.016
}

---

{
  "formula": "C35H21BrF6N7O5S2Ta",
  "method": "ωB97M-V with the def2-TZVPD basis set",
  "symbols": ["Ta", "C", "C", "N", "C", "C", "C", "C", "C", "C", "C", "N", "C", "C", "C", "C", "C", "C", "C", "C", "N", "C", "H", "H", "H", "H", "H", "H", "H", "H", "H", "H", "H", "H", "Br", "C", "C", "C", "C", "C", "C", "N", "N", "C", "C", "C", "C", "O", "C", "N", "C", "C", "C", "C", "H", "H", "H", "H", "H", "H", "H", "H", "H", "F", "C", "F", "F", "S", "O", "O", "N", "S", "O", "O", "C", "F", "F", "F"],
  "positions_angstrom": [[-0.745470, -0.989343, -0.999334], [-3.613913, 1.203305, -3.656000], [-3.070193, 0.558821, -2.544180], [-1.764879, 0.361297, -2.412023], [-0.913693, 0.819684, -3.382269], [-1.387684, 1.414131, -4.561169], [-2.780367, 1.607491, -4.669145], [-0.449392, 1.769092, -5.559957], [0.875438, 1.506806, -5.359578], [1.341073, 0.926483, -4.157285], [0.462281, 0.620338, -3.151923], [0.756812, 0.044513, -1.891141], [1.926649, 0.384497, -1.185671], [2.868298, 1.338627, -1.476208], [3.998017, 1.495710, -0.635896], [4.189939, 0.715812, 0.468233], [3.208678, -0.244973, 0.817664], [3.284833, -1.100545, 1.935721], [2.257777, -1.970542, 2.200035], [1.130405, -1.971949, 1.375313], [1.033849, -1.182824, 0.314066], [2.072268, -0.354754, 0.006808], [-4.683269, 1.342861, -3.713103], [-3.708906, 0.173192, -1.760436], [-3.183548, 2.074034, -5.559574], [-0.795600, 2.228731, -6.475827], [1.595727, 1.745481, -6.129815], [2.395356, 0.711828, -4.056447], [2.777792, 1.979218, -2.340514], [4.729092, 2.248572, -0.897074], [5.067052, 0.829831, 1.090692], [4.159236, -1.060128, 2.573238], [2.293602, -2.647649, 3.041130], [0.293266, -2.627287, 1.574872], [4.784060, 1.489073, 4.345725], [2.951937, 1.856100, 4.628497], [2.099804, 0.821119, 4.982761], [0.756304, 1.086585, 5.197489], [0.287219, 2.388560, 5.072854], [1.159707, 3.428926, 4.782140], [2.494275, 3.161399, 4.528048], [-1.074221, 2.745202, 5.368647], [-2.024697, 2.177051, 4.825649], [-1.840370, 1.195428, 3.794244], [-2.292588, -0.084742, 3.982906], [-2.224724, -1.054993, 2.960407], [-1.715389, -0.692754, 1.746653], [-1.642180, -1.472956, 0.637243], [-1.300657, 0.623511, 1.517090], [-0.871498, 0.864718, 0.243189], [-0.507089, 2.102575, -0.065371], [-0.559109, 3.148645, 0.858990], [-0.982640, 2.907395, 2.144310], [-1.363250, 1.602398, 2.515198], [2.485972, -0.179987, 5.117713], [0.091796, 0.291425, 5.505376], [0.789153, 4.446417, 4.770587], [3.180206, 3.962503, 4.290785], [-2.709712, -0.352508, 4.945118], [-2.584379, -2.060914, 3.131791], [-0.174398, 2.279072, -1.079582], [-0.269654, 4.140571, 0.544234], [-1.042899, 3.716847, 2.859638], [-3.794529, -5.582006, -1.104309], [-3.399510, -4.387307, -0.733345], [-4.359801, -3.748798, -0.089284], [-2.320073, -4.472454, 0.033757], [-2.978239, -3.399013, -2.242637], [-2.537941, -2.087566, -1.686042], [-4.104212, -3.362829, -3.090539], [-1.710316, -4.154945, -2.831981], [-0.398751, -3.339108, -2.738596], [-0.024683, -3.001937, -1.318185], [-0.360009, -2.097396, -3.480424], [0.900325, -4.530567, -3.329412], [2.052326, -3.894584, -3.235945], [0.884026, -5.589401, -2.554620], [0.629866, -4.839126, -4.573988]],
  "atomic_forces_ev_per_a": [[-0.130, -0.408, -0.106], [0.018, -0.005, 0.004], [-0.009, 0.012, -0.022], [0.064, 0.026, 0.080], [-0.101, 0.034, -0.034], [-0.005, 0.003, -0.001], [-0.010, 0.004, -0.001], [0.022, -0.005, 0.012], [-0.019, 0.001, 0.001], [0.020, 0.010, -0.018], [0.143, -0.025, 0.005], [0.046, 0.060, -0.044], [-0.060, 0.076, -0.017], [0.067, -0.016, 0.052], [-0.014, -0.013, 0.001], [-0.001, 0.010, -0.026], [-0.007, 0.060, -0.008], [0.026, 0.023, 0.007], [-0.015, -0.009, 0.009], [0.012, 0.001, -0.006], [-0.020, 0.037, -0.066], [0.046, -0.084, -0.022], [-0.001, 0.002, -0.003], [-0.001, -0.001, 0.002], [-0.005, 0.000, 0.002], [-0.001, 0.000, -0.001], [-0.004, 0.002, -0.004], [-0.003, -0.008, 0.026], [-0.027, -0.015, -0.012], [0.005, -0.004, 0.005], [-0.006, 0.003, -0.001], [-0.009, 0.007, 0.027], [0.001, -0.003, -0.002], [-0.006, 0.000, -0.001], [0.015, -0.013, -0.030], [-0.020, -0.021, -0.004], [-0.012, -0.001, 0.001], [0.022, -0.013, -0.017], [-0.067, -0.067, 0.034], [-0.047, 0.029, 0.016], [0.034, -0.004, -0.011], [0.039, 0.055, -0.073], [0.002, -0.075, 0.037], [0.017, 0.040, -0.011], [-0.004, 0.044, 0.051], [0.058, -0.022, 0.006], [-0.102, -0.028, -0.023], [0.020, 0.042, 0.209], [0.009, 0.010, -0.029], [-0.079, 0.111, 0.131], [-0.005, 0.036, 0.014], [-0.004, -0.023, -0.022], [-0.003, -0.024, -0.003], [0.019, 0.056, -0.012], [0.005, 0.003, 0.004], [0.004, -0.002, 0.005], [0.008, 0.001, -0.001], [-0.003, 0.004, 0.005], [0.000, -0.009, -0.004], [-0.008, 0.001, -0.003], [0.010, -0.001, 0.000], [0.001, 0.000, -0.002], [-0.003, 0.001, 0.004], [-0.003, -0.002, 0.006], [-0.008, 0.001, -0.011], [-0.002, -0.005, 0.002], [0.008, 0.005, 0.001], [0.002, -0.078, -0.020], [0.047, 0.137, 0.005], [0.005, 0.001, -0.008], [-0.024, 0.041, 0.020], [0.073, 0.028, 0.054], [-0.018, 0.033, -0.021], [0.019, -0.061, -0.142], [-0.036, -0.013, 0.002], [0.004, 0.008, 0.000], [-0.002, -0.001, 0.005], [0.012, -0.002, -0.001]],
  "lowdin_charge": [1.97, 0.01, -0.07, -0.04, -0.18, -0.12, 0.06, 0.01, -0.02, 0.02, -0.24, -0.10, -0.21, 0.02, -0.03, 0.00, -0.13, 0.04, 0.00, -0.06, -0.01, -0.15, 0.13, 0.13, 0.14, 0.13, 0.12, 0.13, 0.11, 0.12, 0.11, 0.11, 0.13, 0.13, 0.80, -0.67, -0.11, -0.02, -0.27, -0.02, -0.10, 0.11, 0.11, -0.20, 0.01, 0.06, -0.30, -0.23, -0.14, 0.00, -0.06, 0.01, 0.06, -0.07, 0.10, 0.12, 0.13, 0.11, 0.14, 0.14, 0.12, 0.13, 0.13, 0.20, -0.68, 0.18, 0.16, 0.72, -0.45, -0.17, -0.24, 0.71, -0.40, -0.27, -0.69, 0.19, 0.20, 0.21],
  "orbital_gap_ha": 0.2256,
  "charge": 2,
  "relative_energy_kcal_mol": 8.63,
  "spin_multiplicity": 1
}